P) {"formula": "C5H13NO2", "method": "the ωB97M-V functional and the def2-TZVPD basis", "s2": 0.753, "lumo_energy_ev": [3.52, 3.31], "e_homo_ev": [0.83, -3.95], "charge": -1, "multiplicity": 2, "symbols": ["C", "C", "C", "C", "C", "O", "N", "H", "H", "H", "H", "H", "H", "H", "H", "H", "H", "H", "H", "H", "O"], "positions_angstrom": [[1.26967, -1.30054, 1.62613], [-0.08136, -1.02217, 0.97982], [0.10170, -0.24939, -0.33298], [-1.21913, -0.07915, -1.15373], [-1.11651, -0.49259, -2.60429], [-0.84545, 0.27201, -3.56151], [-0.96502, -0.26393, 1.90436], [1.62750, -0.49244, 2.25488], [1.91429, -1.54790, 0.78251], [1.16049, -2.08002, 2.40333], [-0.63722, -1.94168, 0.82830], [0.60546, 0.69911, -0.12159], [0.70960, -0.90161, -0.97307], [-2.03408, -0.70817, -0.77424], [-1.49624, 0.96648, -0.96338], [-1.27631, -1.57050, -2.80966], [-0.81696, 0.73884, 1.92069], [-1.01799, -0.66294, 2.83195], [1.99268, 2.02643, 2.51549], [2.62608, 2.36780, 1.22753], [2.02990, 2.73392, 1.88880]], "mulliken_charge": [-1.54, 0.20, -0.98, -0.44, -0.45, -0.65, -0.69, 0.22, 0.46, 0.41, 0.38, -0.33, 0.85, 0.28, 0.38, 0.40, 0.32, 0.25, 0.34, 0.35, -0.76]}

Q) {"formula": "C5H13NO2", "method": "the ωB97M-V functional and the def2-TZVPD basis", "s2": 0.750, "lumo_energy_ev": [3.10, 3.03], "e_homo_ev": [1.15, -5.37], "charge": -1, "multiplicity": 2, "symbols": ["C", "O", "C", "C", "C", "C", "N", "H", "H", "H", "H", "H", "H", "H", "H", "H", "H", "H", "H", "H", "O"], "positions_angstrom": [[-1.60436, 0.72359, -1.39524], [-2.66553, 1.52064, -0.80286], [-0.98583, -0.18922, -0.28805], [-0.11235, 0.55667, 0.65121], [1.22373, 1.05274, -0.16243], [1.34375, 2.35470, -0.47982], [1.97796, -0.07334, -0.44921], [-2.07051, 0.25018, -2.21384], [-0.84989, 1.29746, -1.83458], [-3.37834, 1.58353, -1.39565], [-0.56350, -1.01233, -0.60984], [-1.83598, -0.43435, 0.40871], [0.20765, 0.24809, 1.60414], [-0.77172, 1.46456, 1.03008], [0.62946, 3.17772, -0.20155], [2.14820, 2.72775, -1.08086], [1.74174, -1.02695, -0.18892], [2.68129, -0.06023, -1.19316], [0.36293, -4.27517, 3.07106], [1.58877, -5.18711, 3.06426], [0.93255, -4.69892, 2.46657]], "mulliken_charge": [-0.70, -0.38, -1.25, -1.57, 0.39, -0.94, -0.78, 0.47, 0.36, 0.22, 1.09, 0.22, 1.01, 0.18, 0.28, 0.34, 0.34, 0.37, 0.77, 0.78, -2.17]}

Which of them is least stable? Easy: Q).

P) {"formula": "C8H14OS2", "method": "the ωB97M-V functional and the def2-TZVPD basis", "lumo_energy_ev": -0.02, "e_homo_ev": -7.62, "charge": 0, "symbols": ["C", "C", "C", "C", "C", "C", "C", "C", "O", "S", "S", "H", "H", "H", "H", "H", "H", "H", "H", "H", "H", "H", "H", "H", "H"], "positions_angstrom": [[1.48468, -0.62249, -0.83903], [1.46749, -0.46567, -2.15833], [0.37886, 1.26085, 1.85159], [-0.96129, 1.73364, 2.22309], [0.43907, -0.21885, 1.80305], [-2.34903, -0.05646, 0.56157], [2.69212, -0.93287, -2.87697], [-3.24452, -0.36456, -0.60324], [-0.32299, -2.11013, 0.04038], [-2.10644, 1.62289, 0.72895], [-0.16811, -0.68522, 0.13104], [2.28442, -0.88321, -0.20349], [0.62411, -0.10318, -2.71642], [0.75680, 1.76988, 0.91474], [1.26466, 1.67340, 2.62090], [-1.21882, 1.16521, 3.07851], [-0.99261, 2.78806, 2.53434], [1.52051, -0.58874, 1.94957], [-0.17199, -0.71679, 2.50695], [3.04246, -0.26175, -3.55105], [3.48672, -1.00933, -2.00978], [2.49814, -1.92656, -3.32786], [-2.77626, 0.09029, -1.50703], [-4.22914, 0.30620, -0.38784], [-3.39885, -1.46459, -0.76361]], "mulliken_charge": [-0.67, 0.22, -0.51, -0.68, -0.86, -0.03, -1.09, -0.95, -0.65, -0.07, 0.77, 0.19, 0.41, 0.30, 0.29, 0.42, 0.35, 0.36, 0.48, 0.39, 0.24, 0.24, 0.28, 0.32, 0.25]}

Q) {"formula": "C8H14OS2", "method": "the ωB97M-V functional and the def2-TZVPD basis", "lumo_energy_ev": [0.57, -0.87], "e_homo_ev": [-8.53, -6.52], "charge": 0, "symbols": ["C", "C", "C", "C", "C", "C", "C", "C", "O", "S", "S", "H", "H", "H", "H", "H", "H", "H", "H", "H", "H", "H", "H", "H", "H"], "positions_angstrom": [[0.87083, -0.58022, -0.07240], [0.20836, 0.22695, 1.07288], [0.13577, -0.28431, -1.38280], [-1.25662, 0.24476, 0.78949], [0.82155, -2.07053, 0.26721], [0.78057, 1.64459, 1.22449], [0.65267, 0.87610, -2.20056], [-2.31303, 0.31106, 1.82278], [-0.37039, -1.21018, -3.85817], [-1.61962, 0.05298, -0.85507], [0.00411, -1.77603, -2.53705], [1.91605, -0.27542, -0.18202], [0.38492, -0.28943, 2.02399], [-0.20961, -2.40839, 0.34437], [1.32124, -2.25621, 1.21572], [1.32004, -2.65506, -0.50043], [0.28162, 2.16306, 2.03918], [0.64479, 2.22365, 0.31706], [1.84367, 1.59121, 1.45045], [1.72812, 0.78092, -2.34107], [0.43294, 1.83669, -1.74036], [0.17600, 0.84653, -3.18267], [-2.11921, -0.39983, 2.62991], [-3.28485, 0.09941, 1.38500], [-2.34993, 1.30771, 2.27008]], "mulliken_charge": [0.10, 0.16, 0.56, 0.36, -1.83, -1.49, -1.50, -1.28, -0.49, -0.25, 0.32, 0.44, 0.41, 0.38, 0.44, 0.48, 0.41, 0.20, 0.43, 0.36, 0.33, 0.49, 0.31, 0.40, 0.28]}

Which of them is least stable? Easy: P).

P) {"formula": "C6H11P", "method": "the ωB97M-V functional and the def2-TZVPD basis", "smiles": "CCC1=P[C@H]1CC", "lumo_energy_ev": [-0.51, 0.17], "e_homo_ev": [-7.72, -8.02], "charge": 0, "symbols": ["C", "C", "C", "P", "C", "C", "C", "H", "H", "H", "H", "H", "H", "H", "H", "H", "H", "H"], "positions_angstrom": [[1.91316, -1.33931, 0.25615], [0.87726, -1.43244, -0.85218], [0.25207, -0.23484, -1.19710], [-1.01277, 0.56730, -2.77215], [-0.44784, 0.96315, -0.95074], [-1.59319, 1.01605, 0.10126], [-1.02993, 1.13314, 1.52021], [1.49997, -0.71067, 1.01372], [2.84855, -0.98590, -0.08233], [2.17390, -2.43605, 0.61750], [0.22572, -2.24271, -0.44036], [1.32093, -1.94031, -1.75083], [0.12813, 1.91864, -0.97190], [-2.24985, 1.95139, -0.25451], [-2.38282, 0.26659, -0.06630], [-1.52717, 1.84158, 2.15210], [-0.02006, 1.46722, 1.47752], [-0.97604, 0.19716, 2.19994]], "mulliken_charge": [-1.02, -0.08, -0.66, -0.05, -0.16, -0.28, -1.14, 0.28, 0.32, 0.27, 0.26, 0.27, 0.40, 0.25, 0.40, 0.35, 0.35, 0.24]}

Q) {"formula": "C6H11P", "method": "the ωB97M-V functional and the def2-TZVPD basis", "smiles": "C=CPCC.C#C", "lumo_energy_ev": 1.11, "e_homo_ev": -8.69, "charge": 0, "symbols": ["C", "C", "P", "C", "C", "H", "H", "H", "H", "H", "H", "H", "H", "H", "C", "C", "H", "H"], "positions_angstrom": [[-0.97293, -1.99041, -0.93979], [-0.33868, -1.34132, 0.06290], [0.15516, 0.38066, 0.22156], [2.07996, 0.28396, 0.29793], [2.65550, 1.63982, 0.16182], [-0.99941, -1.38502, -1.89513], [-1.31931, -3.03630, -1.12820], [-0.31337, -1.75127, 0.99558], [0.32683, 0.77546, -1.06868], [2.35499, -0.04747, 1.36382], [2.34313, -0.46434, -0.31814], [3.80479, 1.49427, 0.07081], [2.20809, 2.19000, -0.64287], [2.63615, 2.17962, 1.13943], [-3.19433, 0.63355, 0.24201], [-4.10977, -0.06651, 0.46095], [-2.57600, 1.44747, 0.25359], [-4.74080, -0.94218, 0.72241]], "mulliken_charge": [-0.54, -0.26, 0.04, -0.68, -0.98, 0.17, 0.28, 0.33, -0.04, 0.29, 0.48, 0.29, 0.36, 0.27, -0.47, -0.35, 0.47, 0.33]}

Which of them is least stable? Easy: P).

P) {"formula": "C6H11P", "method": "the ωB97M-V functional and the def2-TZVPD basis", "smiles": "CCC1=[PH]=C1.C=C", "lumo_energy_ev": 0.88, "e_homo_ev": -8.30, "charge": 0, "symbols": ["C", "C", "C", "P", "C", "H", "H", "H", "H", "H", "H", "H", "C", "C", "H", "H", "H", "H"], "positions_angstrom": [[-0.43969, -1.48991, 2.48720], [0.19236, -2.17418, 1.15799], [-0.48812, -1.76676, -0.02486], [-2.04913, -1.61133, -1.03314], [-0.31026, -1.24047, -1.25510], [-0.22930, -0.41352, 2.57589], [-0.09726, -1.99948, 3.34945], [-1.48723, -1.61421, 2.37351], [0.15634, -3.30443, 1.30477], [1.36780, -1.88826, 0.99847], [-2.42914, -0.22290, -0.80380], [0.31560, -0.61439, -1.90033], [0.59891, 3.42655, -2.03499], [1.30796, 2.72325, -1.15196], [0.43862, 3.26639, -3.12542], [-0.04749, 4.11961, -1.52260], [1.22160, 2.94413, -0.08458], [1.97843, 1.85991, -1.31051]], "mulliken_charge": [-1.05, -0.05, -0.09, -0.16, -0.34, 0.29, 0.34, 0.33, 0.23, 0.20, -0.02, 0.34, -0.41, -0.46, 0.24, 0.20, 0.18, 0.24]}

Q) {"formula": "C6H11P", "method": "the ωB97M-V functional and the def2-TZVPD basis", "smiles": "C=CPCC.C#C", "lumo_energy_ev": 1.09, "e_homo_ev": -9.21, "charge": 0, "symbols": ["C", "C", "P", "C", "C", "H", "H", "H", "H", "H", "H", "H", "H", "H", "C", "C", "H", "H"], "positions_angstrom": [[1.62883, -0.84374, -2.74395], [1.89677, -0.42142, -1.48762], [0.76331, -0.91518, -0.06145], [0.17599, 0.81736, 0.08617], [-1.31317, 0.80628, 0.16020], [0.84631, -1.35591, -3.13138], [2.33854, -0.50279, -3.44951], [2.72540, 0.12035, -1.10805], [-0.28780, -0.81873, -0.96571], [0.59327, 1.37184, 0.85536], [0.40321, 1.31130, -0.78847], [-1.68210, 1.83900, -0.14363], [-1.82388, -0.03640, -0.33991], [-1.70879, 0.64299, 1.17026], [-1.63794, -0.22228, 3.27602], [-0.71637, -0.84767, 2.90723], [-2.14294, 0.73082, 2.94255], [-0.05864, -1.67582, 2.82190]], "mulliken_charge": [-0.71, -0.29, 0.07, -0.88, -0.55, 0.32, 0.25, 0.40, -0.08, 0.51, 0.54, 0.29, 0.35, -0.21, -0.28, -0.39, 0.28, 0.40]}

Which of them is least stable? Easy: Q).

P) {"formula": "C3H6O2S", "method": "the ωB97M-V functional and the def2-TZVPD basis", "lumo_energy_ev": [-1.45, -1.42], "e_homo_ev": [-9.36, -9.39], "charge": 0, "symbols": ["C", "C", "C", "O", "O", "S", "H", "H", "H", "H", "H", "H"], "positions_angstrom": [[-0.36770, -0.35220, 0.52758], [0.00784, -0.08583, -0.80716], [-1.16461, 0.74766, -0.34843], [-2.50701, -1.61258, 1.06005], [2.53226, 0.25532, 0.99751], [-1.04885, -1.69743, 1.19281], [0.90782, 0.49884, -1.09305], [3.14644, 0.51422, 0.31646], [-0.06966, -0.62979, -1.78886], [-0.92673, 1.77036, 0.05346], [-2.21548, 0.75094, -0.65531], [1.70566, -0.15951, 0.54493]], "mulliken_charge": [0.04, -0.54, -0.43, -0.45, -0.66, 0.33, 0.21, 0.31, 0.27, 0.21, 0.29, 0.42]}

Q) {"formula": "C3H6O2S", "method": "the ωB97M-V functional and the def2-TZVPD basis", "smiles": "O=C(CO)CS", "lumo_energy_ev": 0.42, "e_homo_ev": -9.40, "charge": 0, "symbols": ["O", "C", "C", "O", "C", "S", "H", "H", "H", "H", "H", "H"], "positions_angstrom": [[-0.11658, 1.87799, -0.13622], [-0.11803, 0.67490, 0.05377], [-1.15129, -0.19006, -0.65004], [-1.56446, -1.31895, 0.06526], [0.98344, 0.00238, 0.82194], [2.29068, -0.53319, -0.32962], [-0.61751, -0.52422, -1.58679], [-2.00176, 0.41889, -0.97333], [-2.04637, -0.97223, 0.83093], [1.30730, 0.80920, 1.51096], [0.70473, -0.83147, 1.40335], [2.32983, 0.58677, -1.01020]], "mulliken_charge": [-0.55, 0.47, -0.45, -0.50, -0.48, -0.21, 0.25, 0.33, 0.33, 0.32, 0.33, 0.14]}

Which of them is least stable? Easy: P).

P) {"formula": "C7H17N2S", "method": "the ωB97M-V functional and the def2-TZVPD basis", "smiles": "C[C@@H]1[NH2+][C@@](C)(S)N(C)[C@H]1C", "lumo_energy_ev": -2.83, "e_homo_ev": -12.64, "charge": 1, "symbols": ["C", "C", "N", "C", "C", "S", "N", "C", "C", "C", "H", "H", "H", "H", "H", "H", "H", "H", "H", "H", "H", "H", "H", "H", "H", "H", "H"], "positions_angstrom": [[2.48908, 1.42069, 0.19716], [1.18787, 0.81781, -0.42631], [-0.05303, 1.54920, 0.14718], [-1.16993, 0.39382, 0.14034], [-2.10381, 0.56976, 1.35284], [-2.08531, 0.72331, -1.53638], [-0.39380, -0.72017, 0.32921], [-1.11819, -1.99125, 0.60229], [0.92040, -0.69680, -0.23735], [1.24710, -1.39327, -1.61925], [2.63310, 1.16792, 1.21933], [2.55508, 2.56626, 0.14490], [3.36308, 0.82722, -0.22422], [1.02795, 1.05174, -1.56609], [0.35764, 1.86831, 1.05211], [-0.40715, 2.24536, -0.46210], [-2.51228, 1.57128, 1.26526], [-1.43776, 0.56980, 2.29360], [-2.95614, -0.11503, 1.50472], [-3.26699, 0.26215, -1.09042], [-1.57629, -2.29712, -0.32405], [-0.53772, -2.79450, 1.08581], [-1.82454, -1.65354, 1.36341], [1.58515, -1.15416, 0.65858], [0.73043, -0.93082, -2.49457], [1.02184, -2.49439, -1.61560], [2.32424, -1.36357, -1.76038]], "mulliken_charge": [-1.42, -0.11, -0.21, 0.35, -1.71, -0.16, 0.29, -0.97, 0.04, -1.27, 0.51, 0.36, 0.33, 0.25, 0.46, 0.37, 0.44, 0.39, 0.49, 0.19, 0.39, 0.31, 0.28, 0.29, 0.33, 0.36, 0.40]}

Q) {"formula": "C7H17N2S", "method": "the ωB97M-V functional and the def2-TZVPD basis", "lumo_energy_ev": -3.18, "e_homo_ev": -12.79, "charge": 1, "symbols": ["C", "C", "C", "C", "C", "C", "C", "N", "N", "S", "H", "H", "H", "H", "H", "H", "H", "H", "H", "H", "H", "H", "H", "H", "H", "H", "H"], "positions_angstrom": [[1.51082, 1.87370, 1.35696], [2.07213, 0.46727, 1.71603], [0.64147, 0.64078, 1.06576], [-0.61025, 2.51670, -1.10989], [-2.04034, 0.57134, -0.70845], [-0.15468, -3.41217, 0.12057], [-0.61712, 0.98052, -1.11963], [-0.49363, -4.70420, -0.01492], [0.43626, 0.39912, -0.33174], [0.97559, -2.57230, -0.66830], [1.21109, 2.52475, 2.21834], [1.94470, 2.43233, 0.51881], [2.97481, 0.14212, 1.14029], [2.09799, 0.23763, 2.74055], [0.28105, 2.97433, -1.56001], [-1.29571, 2.95706, -1.85211], [-0.75562, 3.02342, -0.16346], [-2.88306, 1.21997, -1.02485], [-2.19405, 0.37046, 0.32257], [-2.33119, -0.26813, -1.28883], [-0.19839, 0.32606, 1.68375], [-0.37491, 0.60295, -2.04875], [-1.43676, -4.95579, 0.14933], [0.00384, -5.30121, -0.80425], [1.33340, 0.59565, -0.80504], [-0.65992, -2.91673, 0.97541], [0.56246, -0.72561, -0.50812]], "mulliken_charge": [-0.58, -0.73, -0.19, -1.57, -1.28, 0.13, 0.31, -0.37, 0.17, -0.40, 0.26, 0.25, 0.21, 0.32, 0.41, 0.46, 0.36, 0.37, 0.32, 0.38, 0.49, 0.42, 0.27, 0.29, 0.57, 0.30, -0.16]}

Which of them is least stable? Easy: Q).